1.
Below is a molecular structure, C41H37N13O2PbS, with properties calculated with wB97M-V/def2-TZVPD.

Geometry as XYZ:
```
95
Properties=species:S:1:pos:R:3:forces:R:3:mulliken_charge:R:1
Pb 0.45139 -0.28800 -0.68013 0.0 -0.2 -0.1 1.78
C -0.73860 1.47264 -5.29089 -0.1 0.0 -0.1 -0.71
C -0.03702 1.07512 -4.16298 0.0 -0.1 0.1 -0.43
N -0.65242 0.80781 -3.01723 0.0 0.1 -0.1 0.68
C -1.98067 0.91656 -2.99140 -0.1 0.0 0.2 -0.31
C -2.67185 1.34364 -4.12149 0.0 0.0 -0.2 -0.43
N -2.05812 1.61705 -5.26686 0.0 0.0 0.1 -0.57
C -2.67627 0.63223 -1.69897 0.2 -0.1 0.0 1.05
C -4.04939 0.53969 -1.60475 -0.1 0.0 0.0 -1.28
C -4.64293 0.42916 -0.34533 -0.2 0.0 -0.1 0.50
C -3.82216 0.51765 0.76766 0.0 0.0 0.1 -0.54
C -2.44577 0.61007 0.60869 0.1 0.0 -0.1 0.50
N -1.89346 0.56647 -0.60978 -0.2 0.3 0.0 0.14
C -1.51682 0.89401 1.74799 -0.1 0.1 -0.4 -0.74
C -1.95837 0.86051 3.04418 0.1 0.0 0.4 -0.80
N -1.01841 0.80618 4.05992 -0.2 0.0 -0.2 -0.45
C 0.16646 1.19640 3.78475 0.1 0.0 0.0 -0.77
C 0.41486 1.87841 2.45668 0.2 -0.1 0.3 0.86
N -0.23331 1.16998 1.42381 -0.5 -0.1 -0.3 0.01
C -6.11141 0.27253 -0.20473 0.2 0.0 0.0 0.37
C -6.80553 0.88235 0.83223 0.0 0.1 0.1 -0.49
C -8.17784 0.70065 0.91521 -0.1 -0.1 -0.1 -0.45
N -8.87371 -0.03847 0.05376 0.1 0.0 0.0 -0.57
C -8.20185 -0.62287 -0.93573 -0.1 0.0 0.1 -0.44
C -6.83144 -0.49560 -1.10963 0.0 -0.1 -0.1 -0.50
H -0.23194 1.67954 -6.22577 0.0 0.0 0.0 0.43
H 1.03961 0.94974 -4.18426 0.0 0.0 0.0 0.51
H -3.74431 1.48782 -4.10688 0.0 0.0 0.0 0.47
H -4.67314 0.58709 -2.48556 0.0 0.0 0.0 0.62
H -4.25861 0.51566 1.75462 0.0 0.0 0.0 0.47
H -2.98331 0.67676 3.32394 0.0 0.0 0.0 0.52
H 0.96045 1.03132 4.51167 0.0 0.1 0.0 0.40
H 2.02730 2.13065 1.13519 0.0 0.1 0.0 -0.28
H -6.30351 1.52011 1.54902 0.0 0.0 0.0 0.47
H -8.74422 1.17393 1.70884 0.0 0.0 0.0 0.38
H -8.78589 -1.22445 -1.62237 0.0 0.0 0.0 0.38
H -6.34073 -1.01844 -1.92154 0.0 0.0 0.0 0.48
N -0.37621 -2.30570 3.70145 0.1 -0.2 0.0 0.17
C -0.70073 -2.00821 2.43939 0.1 0.1 -0.1 -1.11
N 0.09892 -2.07764 1.41825 0.0 0.0 0.3 -0.19
C 1.36630 -2.63800 1.63184 -0.1 -0.4 0.2 0.05
N 2.11819 -3.01805 0.65856 -0.1 0.1 0.0 -1.28
N 1.55231 -2.63124 -0.52624 0.0 0.0 -0.4 1.03
C 1.81136 -3.29702 -1.56863 -0.1 -0.1 -0.3 -0.93
C 1.06781 -2.97585 -2.81658 0.0 0.0 0.3 0.72
C 1.46724 -3.52132 -4.02625 0.1 -0.1 0.0 -0.91
C 0.65758 -3.35738 -5.13911 0.0 0.0 -0.1 -0.40
C -0.54542 -2.68780 -4.99276 0.0 0.0 0.0 -0.86
C -0.85448 -2.15243 -3.75185 0.1 0.0 0.1 -0.20
N -0.05999 -2.25011 -2.68615 0.0 -0.1 -0.1 0.04
C 1.84244 -2.81628 3.00704 -0.1 -0.1 -0.1 0.71
C 3.16708 -3.14921 3.30692 0.0 0.0 0.0 -0.52
C 3.55864 -3.30213 4.62016 0.0 0.0 0.1 -0.51
C 2.62786 -3.13278 5.65194 0.1 0.0 0.0 -0.56
C 1.31872 -2.80452 5.37280 0.0 0.0 0.0 -0.92
C 0.93518 -2.64443 4.04365 -0.2 0.0 0.0 0.11
H -1.06611 -2.19661 4.42845 0.0 0.1 0.0 0.34
H -1.71815 -1.67227 2.28999 0.0 0.0 0.0 0.94
H 2.47668 -4.15969 -1.55265 0.0 0.1 0.0 0.46
H 2.38941 -4.08622 -4.08193 0.0 0.0 0.0 0.46
H 0.94814 -3.77050 -6.09626 0.0 0.0 0.0 0.48
H -1.23823 -2.58672 -5.81659 0.0 0.0 0.0 0.46
H -1.79405 -1.63177 -3.60405 0.1 0.0 0.0 0.56
H 3.85832 -3.29329 2.48743 0.0 0.0 0.0 0.43
H 4.57950 -3.57033 4.85554 0.0 0.0 0.0 0.46
H 2.93439 -3.26640 6.68102 0.0 0.0 0.0 0.45
H 0.59564 -2.67762 6.16998 0.0 0.0 0.0 0.46
C 0.09861 3.36951 2.49917 0.1 0.0 -0.1 -1.58
N 1.93394 1.79817 2.10228 0.1 0.0 0.2 0.59
C 2.51176 0.41521 2.10222 0.1 0.3 0.4 -0.43
N 3.23150 0.10963 3.18529 -0.2 0.2 -0.4 -0.14
O 2.27461 -0.27617 1.15163 0.6 0.4 0.4 -0.02
H 0.60757 3.87374 3.32745 0.0 0.0 -0.1 0.43
H -0.97430 3.47799 2.65446 0.0 0.0 0.0 0.41
H 0.35574 3.84743 1.54922 0.0 0.0 0.0 0.40
H 2.43336 2.45800 2.70122 0.1 -0.1 0.0 0.69
H 3.43389 0.74958 3.93390 -0.1 0.0 0.0 0.26
H 3.60781 -0.82608 3.24078 0.0 -0.2 0.1 0.26
C 4.50439 0.66940 -3.60315 0.2 0.1 0.0 -1.27
S 3.37617 0.38369 -2.24780 -0.1 -0.2 0.0 0.75
O 3.99987 -0.61772 -1.34162 -0.1 0.1 -0.2 -0.70
C 3.51175 1.97272 -1.42739 0.0 0.0 0.1 0.57
C 4.24834 2.01246 -0.25258 0.1 0.1 0.0 -0.68
C 4.34602 3.21573 0.44018 0.0 0.0 0.0 -0.64
C 3.69897 4.35153 -0.03481 0.0 0.0 0.0 -0.54
C 2.95204 4.29320 -1.20764 0.0 0.0 0.0 -0.76
C 2.85241 3.09907 -1.90811 -0.1 -0.1 0.0 -0.50
H 5.49650 0.81018 -3.17434 0.0 0.0 -0.1 0.44
H 4.18906 1.54925 -4.16503 0.0 0.0 0.0 0.42
H 4.48080 -0.21661 -4.23646 0.0 0.0 0.0 0.42
H 4.74767 1.10953 0.08011 0.0 0.0 0.0 0.52
H 4.95273 3.27414 1.33642 0.0 0.0 0.0 0.54
H 3.79184 5.29001 0.49658 0.0 0.0 0.0 0.48
H 2.45552 5.18024 -1.57905 0.0 0.0 0.0 0.46
H 2.26601 3.05380 -2.82022 0.0 0.0 0.0 0.41
```
Forces are in eV/Å.

Computed properties:
- DFT total energy (Ha) = -3037.4627
- HOMO energy (eV) = -12.4847
- total charge = +2
- energy relative to the best compared isomer or geometry (same formula, charge and spin) (kJ/mol) = 311.9
- HOMO-LUMO gap (eV) = 7.02

---

2.
Below is a molecular structure, C41H37N3OP2RuS2, with properties calculated with wB97M-V/def2-TZVPD.

Geometry as XYZ:
```
87
Properties=species:S:1:pos:R:3:forces:R:3:mulliken_spin:R:1
Ru 0.12651 -0.29796 0.01076 0.2 -0.8 0.1 0.93
C 4.41703 -1.45295 -0.74596 0.0 -0.1 0.1 0.00
C 2.97193 -1.13923 -0.99658 0.0 0.0 -0.2 -0.01
N 2.14074 -0.99884 -0.00395 -0.3 0.2 0.2 -0.01
N 2.75239 -1.13068 1.24617 -0.1 -0.1 0.2 0.00
C 2.22608 -0.44127 2.17754 0.1 0.0 -0.1 0.00
S 0.84873 0.63602 1.96914 -0.5 0.1 0.0 0.07
S 2.92488 -0.61075 3.78850 0.0 0.0 0.0 0.01
C 3.28761 1.14453 4.15698 0.0 -0.1 0.0 0.00
C 4.44601 1.66875 3.35805 0.0 0.0 0.0 0.00
C 5.72700 1.67734 3.89867 0.0 0.0 0.0 0.00
C 6.80437 2.13733 3.15704 0.0 0.0 0.0 0.00
C 6.61387 2.58782 1.85941 0.0 0.0 0.0 0.00
C 5.33896 2.58479 1.31207 0.0 0.0 0.0 0.00
C 4.26141 2.13115 2.05727 0.0 0.0 0.0 0.00
C 2.54498 -0.96689 -2.38132 -0.2 0.2 0.1 0.01
C 3.50164 -0.84314 -3.40332 0.0 0.0 0.0 0.00
C 3.13590 -0.75733 -4.72698 0.0 0.0 0.0 0.00
C 1.78341 -0.83258 -5.06548 0.0 0.0 0.0 0.00
C 0.82068 -0.93831 -4.08987 0.1 -0.1 0.1 0.00
C 1.17390 -0.96864 -2.72911 0.4 -0.2 0.1 -0.01
O 0.21950 -1.09986 -1.84450 -0.9 0.2 -0.5 0.02
H 4.56853 -1.85822 0.24723 0.0 0.0 0.0 0.00
H 4.99770 -0.53003 -0.82106 0.0 0.0 0.0 0.00
H 4.78207 -2.15084 -1.49463 0.0 0.0 0.0 0.00
H 3.51360 1.13505 5.22269 0.0 0.1 0.0 0.00
H 2.38151 1.72924 4.00365 0.0 0.0 0.0 0.00
H 5.88301 1.31903 4.90932 0.0 0.0 0.0 0.00
H 7.79382 2.14600 3.59447 0.0 0.0 0.0 0.00
H 7.45456 2.94410 1.27913 0.0 0.0 0.0 0.00
H 5.18323 2.94471 0.30267 0.0 0.0 0.0 0.00
H 3.26548 2.14664 1.63000 0.0 0.0 0.0 0.00
H 4.55206 -0.81250 -3.15206 0.0 0.0 0.0 0.00
H 3.88956 -0.65388 -5.49449 0.0 0.0 0.0 0.00
H 1.48700 -0.80249 -6.10659 0.0 0.0 0.0 0.00
H -0.23040 -0.99765 -4.33867 0.0 0.0 0.0 0.00
C -3.73472 -0.33033 -1.77094 -0.2 -0.1 0.1 0.00
N -2.89265 -0.33294 -0.56293 -0.2 -0.1 -0.4 -0.01
P -1.93778 -1.68862 -0.10058 0.7 1.4 1.8 -0.05
C -2.87897 -3.16922 -0.50303 0.4 0.0 -0.6 -0.01
C -2.20610 -4.29648 -0.96041 0.0 0.0 -0.1 0.00
C -2.91095 -5.46987 -1.18686 0.0 0.0 0.0 0.00
C -4.27823 -5.50659 -0.96640 0.0 0.0 0.0 0.00
C -4.94786 -4.37818 -0.50727 0.0 0.0 0.0 0.00
C -4.25360 -3.20604 -0.26976 0.0 0.0 0.1 0.00
C -1.96902 -1.70275 1.72403 -0.4 -0.3 0.0 0.02
C -2.98706 -1.16054 2.50065 0.0 0.1 -0.1 0.01
C -2.90454 -1.21368 3.88288 0.0 0.0 0.0 0.00
C -1.82070 -1.83048 4.49452 0.0 0.0 0.0 0.00
C -0.82222 -2.40747 3.72295 0.0 0.0 0.0 0.01
C -0.89536 -2.34282 2.33997 -0.1 -0.2 0.0 0.02
P -1.95957 1.01931 -0.12288 0.9 -0.5 -1.0 -0.01
C -3.11609 2.35734 0.20103 0.1 -0.1 0.5 0.00
C -3.45718 3.26101 -0.80378 0.0 0.0 0.0 0.00
C -4.39798 4.24601 -0.54752 0.0 0.0 0.0 0.00
C -4.97640 4.34591 0.70974 0.0 0.0 0.0 0.00
C -4.61622 3.46482 1.72079 0.0 0.0 0.0 0.00
C -3.68560 2.47120 1.46957 0.0 0.0 0.0 0.00
C -0.91181 1.64607 -1.47518 -0.1 0.3 -0.1 0.08
C -1.11508 1.55088 -2.85717 -0.1 -0.1 0.0 0.02
C -0.16050 2.02463 -3.73444 0.0 0.0 0.0 0.01
C 1.02629 2.58408 -3.26539 0.0 0.0 0.0 0.01
C 1.23805 2.70336 -1.90740 0.0 0.0 0.0 -0.01
C 0.27062 2.24791 -1.01173 -0.1 0.2 -0.1 -0.05
H -4.56366 -1.02492 -1.66962 0.0 0.0 0.0 0.00
H -3.16360 -0.61037 -2.65735 0.0 0.0 0.0 0.00
H -4.14691 0.66999 -1.90666 0.0 0.0 0.0 0.00
H -1.13829 -4.25909 -1.13809 0.0 0.0 0.0 0.00
H -2.39169 -6.35079 -1.53778 0.0 0.0 0.0 0.00
H -4.82984 -6.41812 -1.15290 0.0 0.0 0.0 0.00
H -6.01378 -4.41540 -0.32806 0.0 0.0 0.0 0.00
H -4.77214 -2.33446 0.10962 0.0 0.0 0.0 0.00
H -3.84155 -0.69323 2.02305 0.0 0.0 0.0 0.00
H -3.69098 -0.78183 4.48794 0.0 0.0 0.0 0.00
H -1.76264 -1.87025 5.57370 0.0 0.0 0.0 0.00
H 0.02228 -2.89088 4.19541 0.0 0.0 0.0 0.00
H -0.12142 -2.81443 1.74083 0.0 0.1 0.0 -0.02
H -2.98480 3.20490 -1.77631 0.0 0.0 0.0 0.00
H -4.67364 4.94104 -1.32902 0.0 0.0 0.0 0.00
H -5.70250 5.12325 0.90657 0.0 0.0 0.0 0.00
H -5.05478 3.55818 2.70477 0.0 0.0 0.0 0.00
H -3.39079 1.79048 2.25963 0.0 0.0 0.0 0.00
H -2.01976 1.10907 -3.25022 0.0 0.0 0.0 0.00
H -0.33388 1.95584 -4.80008 0.0 0.0 0.0 0.00
H 1.76814 2.93959 -3.96761 0.0 0.0 0.0 0.00
H 2.13729 3.17088 -1.52848 0.0 0.0 0.0 0.00
H 0.38089 2.46558 0.04203 0.1 -0.1 0.0 -0.01
```
Forces are in eV/Å.

Computed properties:
- DFT total energy (Ha) = -3397.8311
- HOMO energy (spin up / spin down) (eV) = -10.1356 / -10.0901
- total charge = +1
- 2S+1 = 2
- energy relative to the best compared isomer or geometry (same formula, charge and spin) (kJ/mol) = 81.9
- HOMO-LUMO gap (spin up / spin down) (eV) = 6.02 / 6.28